{"formula": "C18H32IrN4S4", "method": "wB97M-V/def2-TZVPD", "gap_ev": [6.2151, 4.8813], "de_lowest_kj_mol": 86.9, "homo_ha": [-0.132, -0.115], "total_charge": -1, "spin_multiplicity": 5, "symbols": ["Ir", "C", "C", "N", "C", "C", "N", "C", "C", "N", "H", "H", "H", "H", "H", "H", "H", "H", "H", "H", "H", "H", "H", "H", "H", "S", "S", "S", "S", "C", "C", "C", "C", "C", "C", "C", "C", "C", "C", "C", "C", "N", "H", "H", "H", "H", "H", "H", "H", "H", "H", "H", "H", "H", "H", "H", "H", "H", "H"], "coordinates": [[-1.699106, -0.725990, -0.184844], [1.976187, -2.322361, -0.193881], [0.853015, -2.529177, 0.813599], [-0.509379, -2.604823, 0.249816], [-0.644054, -3.634234, -0.793714], [-0.375149, -3.113690, -2.218493], [-0.590018, -1.675515, -2.371825], [0.493818, -0.956912, -3.039497], [1.870021, -1.147958, -2.382669], [1.913522, -1.083707, -0.940818], [2.023479, -3.177625, -0.877348], [2.903027, -2.373549, 0.396661], [0.858453, -1.716092, 1.533687], [1.068938, -3.461796, 1.352777], [-1.127813, -2.892990, 1.009523], [-1.660259, -4.009329, -0.732279], [0.031405, -4.473379, -0.584567], [-1.012998, -3.679517, -2.903948], [0.651889, -3.337910, -2.502749], [-1.465300, -1.494558, -2.843048], [0.234758, 0.100873, -3.015453], [0.592253, -1.245497, -4.099073], [2.516194, -0.375635, -2.819927], [2.311015, -2.098872, -2.697000], [1.224160, -0.441751, -0.539999], [-3.179631, 0.989240, -0.122757], [-3.705213, 0.547919, 1.724454], [-3.853837, -3.310860, 0.729373], [-3.443847, -2.136644, -0.815813], [1.341133, 2.453449, -1.690789], [-0.057490, 2.989055, -1.372002], [-1.120868, 2.362896, -2.272821], [-0.329684, 2.940985, 0.124876], [-0.565112, 4.156297, 0.754733], [-0.657058, 4.274964, 2.131303], [-0.411291, 3.147091, 2.897838], [-0.172133, 1.905768, 2.328689], [0.286971, 0.789109, 3.251317], [1.719315, 0.371775, 2.890581], [-0.666208, -0.398549, 3.382585], [-0.246381, 1.748474, 0.909119], [-0.181207, 0.510175, 0.346822], [1.551754, 2.536101, -2.761625], [1.438663, 1.410202, -1.396309], [2.100405, 3.018648, -1.146626], [-0.042099, 4.056056, -1.620352], [-1.235610, 1.298483, -2.072736], [-0.843325, 2.496494, -3.323789], [-2.091838, 2.832947, -2.112165], [-0.666096, 5.042633, 0.135812], [-0.863419, 5.231001, 2.595531], [-0.390823, 3.228750, 3.980207], [0.342982, 1.241686, 4.247672], [1.792888, 0.085087, 1.841399], [2.052199, -0.465721, 3.511282], [2.404420, 1.207651, 3.047621], [-0.894234, -0.849825, 2.418748], [-1.620005, -0.080564, 3.803245], [-0.231376, -1.158781, 4.039646]], "forces_ev_per_a": [[-0.0763, -1.1382, -0.6933], [-0.0030, -0.0311, 0.0531], [-0.0405, -0.0100, -0.0007], [0.0049, -0.0435, 0.0244], [0.0492, 0.0158, -0.0179], [-0.0029, 0.0131, -0.0169], [0.0797, -0.0073, -0.0505], [-0.0318, -0.0098, 0.0275], [-0.0460, 0.0544, -0.0247], [-0.0025, 0.0670, 0.1105], [-0.0025, 0.0203, -0.0063], [0.0041, -0.0020, -0.0063], [-0.0258, 0.0285, -0.0173], [0.0050, -0.0077, -0.0026], [-0.0502, 0.0123, -0.0565], [0.0195, -0.0305, -0.0020], [0.0117, -0.0022, -0.0058], [-0.0063, 0.0026, -0.0024], [-0.0012, -0.0203, -0.0110], [-0.0093, 0.0212, 0.0203], [-0.0036, 0.0018, 0.0160], [0.0139, 0.0001, -0.0082], [0.0027, -0.0050, -0.0008], [-0.0020, 0.0046, 0.0282], [-0.0054, -0.0949, -0.1757], [0.0433, 0.0188, -0.1161], [-0.1014, 0.0910, 0.0838], [-0.0182, -0.1437, -0.0584], [-0.0859, 0.2887, 0.4026], [0.0415, -0.0474, 0.0297], [0.0087, -0.0268, -0.0037], [-0.0428, -0.0418, 0.0172], [-0.0036, 0.3628, -0.0533], [-0.0842, 0.0990, -0.3617], [0.0439, -0.1919, -0.0411], [-0.0282, -0.1151, 0.3212], [-0.0104, 0.1609, 0.2526], [-0.0120, -0.0187, -0.0263], [0.0209, 0.0251, -0.0412], [-0.0719, -0.0392, -0.0321], [0.9007, -1.0209, -0.4125], [-0.5306, 1.4025, 0.6628], [-0.0081, 0.0291, 0.0002], [-0.0432, 0.0621, -0.0150], [0.0222, 0.0202, -0.0068], [0.0026, 0.0165, -0.0047], [0.0270, 0.0178, 0.0315], [0.0102, 0.0315, 0.0096], [-0.0045, 0.0066, -0.0109], [-0.0124, 0.0266, 0.0149], [0.0103, 0.0042, 0.0017], [-0.0136, 0.0309, 0.0109], [0.0051, 0.0052, 0.0141], [-0.0217, 0.0066, 0.0401], [-0.0115, 0.0172, 0.0154], [0.0265, 0.0075, 0.0128], [0.0355, 0.0566, 0.0328], [0.0096, -0.0033, 0.0183], [0.0146, 0.0221, 0.0303]], "lowdin_charge": [0.558, -0.221, -0.197, -0.196, -0.246, -0.203, -0.118, -0.201, -0.231, -0.047, 0.097, 0.107, 0.067, 0.122, 0.053, 0.024, 0.117, 0.116, 0.089, 0.082, 0.081, 0.113, 0.102, 0.099, 0.034, -0.059, -0.039, -0.101, -0.119, -0.066, -0.367, -0.117, -0.155, -0.059, -0.087, -0.057, -0.146, -0.364, -0.071, -0.097, -0.356, -0.141, 0.075, 0.039, 0.081, 0.115, 0.002, 0.074, 0.058, 0.101, 0.093, 0.102, 0.116, 0.049, 0.073, 0.077, 0.012, 0.053, 0.075]}


{"formula": "C18H32MoN2O3S4", "method": "wB97M-V/def2-TZVPD", "gap_ev": [7.9954, 6.8692], "de_lowest_kj_mol": 3.7, "homo_ha": [-0.514, -0.516], "total_charge": 2, "spin_multiplicity": 3, "symbols": ["Mo", "C", "C", "S", "C", "C", "S", "C", "C", "S", "C", "C", "S", "H", "H", "H", "H", "H", "H", "H", "H", "H", "H", "H", "H", "H", "H", "H", "H", "O", "C", "C", "C", "C", "C", "C", "N", "H", "H", "H", "H", "H", "H", "H", "C", "C", "C", "C", "N", "H", "H", "H", "H", "H", "H", "H", "H", "H", "O", "O"], "coordinates": [[-0.507224, 0.150109, 0.979346], [2.005500, 2.714620, -0.472138], [2.281879, 2.165729, -1.864939], [1.955345, 0.396817, -1.845194], [1.611469, -0.007274, -3.572151], [1.229202, -1.488391, -3.654802], [0.158526, -2.153884, -2.351591], [-1.517536, -1.738121, -2.882395], [-1.893147, -0.270870, -3.043238], [-1.946136, 0.739713, -1.522581], [-1.160392, 2.245044, -2.135357], [-0.791173, 3.164120, -0.987679], [0.345765, 2.478363, 0.243784], [2.167712, 3.792625, -0.444483], [2.677765, 2.271346, 0.265865], [3.326456, 2.375181, -2.100775], [1.674871, 2.673187, -2.614249], [2.498598, 0.158711, -4.183824], [0.820283, 0.638828, -3.952602], [2.131551, -2.096581, -3.582022], [0.784925, -1.706254, -4.626868], [-2.168023, -2.238763, -2.163929], [-1.690493, -2.224834, -3.843786], [-2.891713, -0.218783, -3.478028], [-1.213904, 0.225667, -3.731708], [-1.853477, 2.771319, -2.793623], [-0.283626, 1.958365, -2.707768], [-1.677059, 3.446158, -0.417373], [-0.339627, 4.087401, -1.353721], [1.252857, -1.195602, 0.640772], [2.108100, -1.519862, 1.737059], [1.971151, -0.417010, 2.749549], [2.847218, -0.339523, 3.818833], [2.713422, 0.691292, 4.729383], [1.709505, 1.632653, 4.536909], [0.872170, 1.496043, 3.455625], [0.988227, 0.482958, 2.571869], [1.139451, -1.918567, -0.001059], [3.139726, -1.568715, 1.384587], [1.832419, -2.483817, 2.170043], [3.625616, -1.083307, 3.926181], [3.386375, 0.767554, 5.572774], [1.575245, 2.461681, 5.216650], [0.083245, 2.207689, 3.262462], [-2.697787, 0.872343, 3.989236], [-2.918705, 1.340558, 2.551813], [-2.997869, 2.862619, 2.450147], [-4.147070, 0.670802, 1.932858], [-1.772908, 0.902320, 1.756453], [-3.576250, 1.131230, 4.579785], [-1.833890, 1.356813, 4.443482], [-2.566964, -0.209022, 4.032365], [-3.806785, 3.216952, 3.088726], [-3.218884, 3.174547, 1.429213], [-2.074008, 3.338239, 2.783068], [-5.033415, 0.984897, 2.484001], [-4.073848, -0.414870, 1.996131], [-4.267495, 0.961970, 0.889363], [-1.214663, -1.766077, 1.461253], [-1.554208, -1.540257, 0.236199]], "forces_ev_per_a": [[0.4140, -0.0552, -0.0573], [0.0093, 0.0251, 0.0112], [0.0435, 0.0459, 0.0197], [-0.0144, -0.0328, 0.0400], [0.0007, 0.0012, -0.0083], [0.0381, -0.0130, -0.0383], [-0.0183, -0.0446, 0.0227], [-0.0520, 0.0088, 0.0070], [-0.0134, -0.0447, -0.0127], [-0.0022, -0.0285, -0.0510], [0.0152, 0.0378, -0.0025], [-0.0240, 0.0169, 0.0300], [0.0243, 0.1062, 0.0357], [0.0133, 0.0017, -0.0004], [-0.0221, -0.0181, 0.0046], [-0.0111, -0.0028, -0.0076], [-0.0358, -0.0243, -0.0234], [-0.0032, 0.0133, 0.0197], [0.0009, -0.0005, 0.0004], [-0.0109, -0.0011, 0.0068], [-0.0201, -0.0093, 0.0172], [0.0165, 0.0171, -0.0028], [0.0116, -0.0049, -0.0037], [0.0018, -0.0017, 0.0070], [0.0115, 0.0183, -0.0115], [-0.0074, -0.0215, 0.0059], [0.0166, -0.0064, -0.0101], [0.0038, 0.0101, 0.0182], [0.0127, -0.0067, -0.0101], [-0.1049, 0.0072, 0.0120], [0.0094, 0.0286, -0.0214], [0.0441, -0.0199, -0.0032], [-0.0005, 0.0010, -0.0179], [0.0020, 0.0064, 0.0093], [0.0009, 0.0037, 0.0084], [0.0077, 0.0176, -0.0165], [-0.1341, -0.2369, -0.1222], [0.1126, 0.0812, -0.1061], [-0.0022, -0.0475, 0.0186], [-0.0341, 0.0142, 0.0239], [0.0022, 0.0035, -0.0028], [-0.0026, -0.0003, 0.0009], [-0.0008, -0.0007, -0.0018], [-0.0011, 0.0029, -0.0035], [-0.0210, -0.0033, 0.0251], [0.0237, -0.0321, -0.0899], [-0.0298, 0.0015, 0.0296], [-0.0371, 0.0092, 0.0174], [-0.3206, 0.3330, 0.2979], [0.0017, 0.0027, -0.0047], [0.0077, 0.0048, 0.0021], [0.0020, 0.0000, -0.0060], [0.0006, -0.0029, -0.0066], [0.0145, 0.0045, -0.0122], [0.0036, 0.0000, -0.0013], [0.0036, 0.0041, -0.0036], [0.0042, -0.0015, -0.0035], [0.0012, -0.0037, 0.0001], [0.1607, 0.1610, 0.2138], [-0.1124, -0.3248, -0.2419]], "lowdin_charge": [1.473, -0.470, -0.502, 0.871, -0.495, -0.503, 0.876, -0.505, -0.453, 0.886, -0.498, -0.464, 0.852, 0.097, 0.083, 0.098, 0.082, 0.096, 0.059, 0.081, 0.096, 0.073, 0.095, 0.094, 0.065, 0.108, 0.034, 0.070, 0.106, -0.273, -0.110, -0.221, 0.021, 0.006, -0.008, -0.123, -0.036, 0.051, 0.150, 0.154, 0.140, 0.134, 0.129, 0.088, -0.017, -0.640, -0.020, -0.017, -0.161, 0.106, 0.075, 0.095, 0.107, 0.082, 0.083, 0.107, 0.093, 0.081, -0.189, -0.289]}